{
  "formula": "C27H28BBr63O7S",
  "method": "the ωB97M-V functional and the def2-TZVPD basis",
  "mol_weight_g_mol": 5541.35,
  "relative_energy_kj_mol": 0.0,
  "energy_ha": -164158.05818,
  "homo_energy_ev": -9.93,
  "e_lumo_ev": -1.634,
  "symbols": ["C", "O", "B", "O", "C", "C", "S", "C", "O", "O", "C", "O", "O", "C", "O", "H", "H", "H", "H", "H", "H", "H", "C", "Br", "Br", "Br", "H", "C", "Br", "Br", "Br", "H", "C", "Br", "Br", "Br", "H", "C", "Br", "Br", "Br", "H", "C", "Br", "Br", "Br", "H", "C", "Br", "Br", "Br", "H", "C", "Br", "Br", "Br", "H", "C", "Br", "Br", "Br", "H", "C", "Br", "Br", "Br", "H", "C", "Br", "Br", "Br", "H", "C", "Br", "Br", "Br", "H", "C", "Br", "Br", "Br", "H", "C", "Br", "Br", "Br", "H", "C", "Br", "Br", "Br", "H", "C", "Br", "Br", "Br", "H", "C", "Br", "Br", "Br", "H", "C", "Br", "Br", "Br", "H", "C", "Br", "Br", "Br", "H", "C", "Br", "Br", "Br", "H", "C", "Br", "Br", "Br", "H", "C", "Br", "Br", "Br", "H"],
  "xyz": [[3.2580, -0.9676, 0.4841], [3.8685, -0.2445, -0.6081], [3.0761, 0.7713, -1.0678], [2.2786, 0.5963, -2.1427], [3.1396, 2.1713, -0.3438], [2.2403, 2.7193, 0.4727], [0.6773, 2.1154, 1.0523], [-0.3156, 1.7931, -0.3880], [0.8335, 0.9659, 1.8915], [0.0300, 3.1875, 1.7512], [2.7811, 4.0580, 0.9119], [2.5228, 4.6618, 1.8991], [3.6971, 4.4026, -0.0290], [4.2334, 3.1804, -0.4606], [5.3423, 3.0853, -0.8392], [3.2498, -0.3865, 1.4017], [3.8038, -1.8886, 0.6299], [2.2209, -1.1955, 0.2381], [2.3263, -0.3391, -2.3874], [0.1946, 2.2340, -1.2346], [-1.2581, 2.3116, -0.2698], [-0.5092, 0.7376, -0.5234], [-1.6671, 5.9677, 1.0718], [-0.3350, 6.1621, -0.3120], [-2.3848, 7.6574, 1.6247], [-3.0504, 4.7378, 0.5545], [-1.1686, 5.5366, 1.9288], [5.4148, 6.8910, -2.0953], [3.5184, 7.1603, -2.3182], [6.2165, 6.2159, -3.7074], [6.2826, 8.4868, -1.4742], [5.5488, 6.1400, -1.3334], [-2.8104, -1.2139, 1.6488], [-2.5468, 0.6826, 1.7259], [-4.5393, -1.6838, 0.9572], [-1.3885, -2.0666, 0.6511], [-2.7566, -1.5899, 2.6601], [-8.2505, -2.9645, 2.3301], [-6.7327, -2.7087, 3.4856], [-7.7974, -2.7356, 0.4680], [-9.1006, -4.6593, 2.6367], [-8.9682, -2.1964, 2.5742], [-3.3852, -5.2573, 0.1769], [-2.2168, -5.8877, -1.2076], [-5.1797, -5.0001, -0.4454], [-3.3325, -6.3883, 1.7344], [-3.0120, -4.2893, 0.4757], [-8.4405, -6.9894, -2.4452], [-6.7139, -7.8141, -2.2897], [-9.7422, -7.8332, -1.3112], [-8.3061, -5.0893, -2.1248], [-8.7777, -7.1107, -3.4632], [-2.5952, -10.2618, -2.8970], [-1.0910, -9.4066, -2.0700], [-3.9047, -10.8185, -1.6061], [-3.3702, -9.1356, -4.2531], [-2.2287, -11.1520, -3.3857], [-4.7410, 8.4554, 5.2936], [-4.8369, 10.2490, 4.6057], [-5.5906, 7.1846, 4.1324], [-2.9205, 7.9288, 5.6555], [-5.2815, 8.4429, 6.2288], [1.0573, -10.3820, 1.1289], [2.4020, -9.7458, -0.0904], [-0.2101, -8.9939, 1.5521], [0.1854, -11.9565, 0.4497], [1.5481, -10.6575, 2.0498], [-0.3016, 6.2073, 8.3122], [1.3110, 6.1909, 9.3551], [0.0444, 6.5867, 6.4578], [-1.3012, 4.5771, 8.5017], [-0.9223, 7.0044, 8.6968], [6.2701, 6.2299, 3.4399], [6.4081, 8.1518, 3.4574], [4.5701, 5.6387, 2.7324], [7.7426, 5.4231, 2.4912], [6.3359, 5.8998, 4.4660], [6.0867, -8.1965, -2.2668], [7.2045, -8.7774, -3.7149], [4.2328, -8.1273, -2.7820], [6.3454, -9.2667, -0.6930], [6.3846, -7.1891, -2.0178], [1.8306, 8.8590, -5.2992], [1.0251, 9.0625, -7.0317], [2.6564, 10.4820, -4.6924], [0.5697, 8.1855, -4.0111], [2.6110, 8.1167, -5.3922], [-0.2849, -7.8956, -6.1771], [-0.6468, -6.1321, -6.8531], [-0.5461, -9.2668, -7.4993], [1.4707, -7.9780, -5.3987], [-0.9985, -8.0767, -5.3859], [0.9474, -4.2185, -3.6297], [-0.4465, -3.0213, -3.0606], [2.2303, -3.3364, -4.7612], [1.7936, -5.0774, -2.1248], [0.4852, -4.9959, -4.2230], [-0.8251, 0.5236, 7.9133], [0.7843, 0.4989, 8.9675], [-0.4665, 0.9399, 6.0703], [-1.8158, -1.1164, 8.0924], [-1.4477, 1.3146, 8.3035], [10.7677, -7.3862, -1.2244], [9.2381, -6.3630, -1.7871], [10.3433, -8.5477, 0.2461], [11.5472, -8.3503, -2.6929], [11.5072, -6.6828, -0.8735], [-6.2303, 4.9160, -2.5592], [-4.9407, 6.3192, -2.8114], [-5.3997, 3.3020, -1.9219], [-7.6713, 5.4685, -1.4132], [-6.6564, 4.6944, -3.5257], [-3.9946, 7.4859, 10.6125], [-2.2982, 7.4913, 11.5198], [-3.7689, 7.8582, 8.7346], [-4.9511, 5.8435, 10.8976], [-4.5895, 8.2813, 11.0357], [0.3440, 4.2221, -4.4102], [1.2702, 2.8028, -3.4896], [1.2778, 4.7877, -5.9887], [-1.4738, 3.7282, -4.7871], [0.3091, 5.0756, -3.7470], [1.1496, -1.6018, -8.1769], [-0.5828, -2.4347, -8.1407], [2.4240, -2.6615, -9.1500], [1.0561, 0.1982, -8.8437], [1.4943, -1.5473, -7.1549]],
  "forces_ev_per_angstrom": [[-0.05, 0.05, -0.12], [-0.37, -0.19, 0.33], [0.95, -0.16, 0.09], [-0.07, -0.15, 0.27], [-0.86, -0.23, -0.09], [0.33, 0.06, -0.04], [-1.90, 0.15, 1.65], [0.54, 0.11, -0.38], [1.01, -1.04, -0.75], [0.11, 1.10, -0.47], [-1.41, -0.52, 0.02], [-0.80, 0.03, -0.60], [1.07, 0.14, 0.63], [-0.40, 0.33, -0.60], [0.40, -0.08, -0.34], [0.14, 0.15, 0.11], [0.16, -0.12, -0.02], [-0.10, -0.18, 0.03], [-0.09, 0.01, -0.34], [0.04, -0.12, -0.24], [-0.04, 0.21, 0.32], [0.28, -0.23, 0.00], [0.10, -0.15, 0.19], [0.01, 0.00, -0.05], [-0.01, 0.05, -0.09], [-0.03, 0.02, -0.07], [0.10, -0.08, -0.06], [-0.02, 0.00, 0.02], [0.03, 0.00, -0.04], [-0.02, 0.01, -0.01], [-0.01, 0.01, -0.01], [-0.02, -0.11, 0.10], [0.02, 0.05, -0.01], [-0.30, 0.02, 0.23], [0.31, 0.13, -0.16], [0.01, -0.01, -0.03], [0.05, -0.02, 0.03], [0.02, -0.02, 0.05], [-0.23, -0.12, 0.10], [-0.11, 0.22, 0.18], [0.04, -0.01, -0.04], [-0.01, 0.03, 0.00], [-0.04, 0.13, 0.06], [-0.01, -0.12, -0.01], [0.12, -0.18, -0.02], [0.02, -0.03, -0.01], [0.01, 0.04, 0.05], [0.13, 0.07, -0.02], [-0.04, -0.19, -0.09], [0.02, 0.08, 0.02], [-0.20, -0.15, -0.05], [0.01, -0.02, -0.03], [0.06, -0.02, 0.02], [0.08, 0.05, -0.09], [0.00, 0.06, 0.01], [-0.10, 0.02, -0.03], [-0.02, -0.02, -0.05], [0.06, -0.03, -0.07], [0.01, -0.03, -0.02], [-0.07, 0.00, -0.06], [-0.11, 0.10, -0.30], [0.01, 0.00, 0.05], [-0.09, 0.07, -0.04], [-0.01, 0.01, -0.01], [0.00, 0.01, 0.02], [0.01, -0.07, 0.08], [0.04, -0.02, 0.01], [-0.03, 0.02, -0.02], [-0.01, -0.02, -0.02], [0.21, -0.03, 0.03], [-0.05, -0.02, 0.06], [-0.03, 0.01, 0.00], [-0.15, -0.04, -0.06], [0.00, -0.03, -0.02], [1.29, 0.70, 0.68], [-0.01, 0.02, -0.01], [0.03, 0.00, 0.02], [0.06, -0.02, -0.03], [-0.07, -0.11, -0.06], [-0.04, 0.01, 0.00], [-0.02, 0.00, -0.01], [0.00, 0.03, 0.02], [0.12, -0.07, -0.03], [-0.01, 0.00, 0.02], [-0.03, 0.00, 0.00], [-0.18, 0.01, 0.08], [0.01, -0.03, 0.03], [-0.05, -0.03, 0.09], [0.01, 0.07, -0.07], [0.01, 0.11, 0.03], [0.08, 0.00, 0.05], [0.01, -0.05, 0.03], [-0.05, -0.09, 0.10], [0.08, 0.09, -0.05], [0.04, 0.01, 0.02], [-0.05, 0.05, -0.10], [0.00, -0.01, -0.04], [0.04, 0.05, -0.06], [-0.03, 0.00, -0.03], [0.01, -0.01, 0.01], [0.00, -0.01, 0.00], [-0.01, 0.02, 0.02], [-0.01, -0.08, 0.01], [0.06, 0.15, 0.07], [0.00, 0.00, -0.02], [-0.02, -0.01, 0.00], [0.01, 0.04, 0.00], [0.04, 0.07, 0.01], [0.00, -0.01, 0.01], [-0.01, -0.09, -0.01], [0.02, 0.00, 0.01], [-0.01, -0.02, -0.02], [-0.10, 0.03, 0.01], [0.03, -0.03, -0.04], [0.08, -0.10, 0.32], [0.02, 0.00, -0.01], [-0.01, 0.02, 0.03], [0.02, 0.13, 0.13], [-0.04, 0.25, -0.42], [0.05, -0.02, -0.04], [-0.02, -0.01, 0.01], [0.01, 0.02, 0.02], [0.04, 0.01, 0.03], [-0.05, -0.02, 0.01], [-0.01, -0.01, 0.01], [-0.01, -0.01, 0.00], [-0.01, 0.00, 0.03]],
  "mulliken_charge": [-0.63, -0.51, 0.49, -0.21, 1.05, 0.01, 1.52, 0.16, -0.59, -0.55, -0.29, -0.85, 0.06, -0.09, -0.50, 0.26, 0.30, 0.26, 0.13, -0.48, 0.35, 0.11, -0.23, 0.01, -0.06, 0.06, 0.19, -0.09, 0.13, -0.04, -0.02, 0.06, -0.49, -0.02, 0.12, -0.01, 0.44, -0.31, -0.02, -0.12, -0.02, 0.38, 0.77, 0.16, 0.20, -0.05, -0.90, -0.37, 0.03, -0.02, -0.06, 0.34, -0.35, 0.12, -0.06, -0.08, 0.39, -0.32, -0.02, 0.00, 0.07, 0.25, -0.46, 0.08, 0.01, -0.01, 0.36, -0.09, -0.02, -0.04, 0.08, 0.04, -0.38, -0.05, 0.22, -0.07, 0.35, -0.27, 0.00, -0.03, 0.00, 0.25, -0.29, -0.03, -0.01, 0.00, 0.29, 0.16, 0.01, -0.04, 0.03, -0.19, 0.20, 0.01, -0.02, 0.05, -0.22, -0.23, -0.01, 0.11, -0.04, 0.14, -0.31, -0.01, -0.01, 0.00, 0.33, -0.34, 0.00, -0.02, -0.02, 0.34, -0.35, -0.02, 0.11, -0.01, 0.36, 0.05, 0.07, -0.03, -0.01, -0.05, -0.05, -0.02, -0.01, -0.02, 0.06]
}